Entry 1:
3 unconnected molecules or ions with the total composition C4H17N2O2 at a distorted geometry, computed with ωB97M-V/def2-TZVPD.

```
25
Properties=species:S:1:pos:R:3:forces:R:3:nbo_charge:R:1
O 1.689 2.491 -0.585 -0.2 -0.4 0.4 -0.97
O -1.114 2.405 1.635 0.5 1.1 0.3 -0.96
N 0.985 -2.404 1.468 -1.5 0.1 -0.3 -0.86
N 0.120 0.149 0.506 0.1 -1.5 -0.3 -0.70
C -0.165 -2.319 0.505 1.3 -1.0 0.2 -0.26
C 0.149 -1.112 -0.370 -2.2 0.6 -0.2 -0.04
C -0.868 -0.896 -1.509 0.7 -1.0 -0.7 -0.44
C -1.072 0.524 -1.975 -0.4 1.4 -1.7 -0.67
H -0.472 -1.479 -2.363 0.0 0.3 0.3 0.24
H -1.799 -1.426 -1.329 -0.3 0.3 0.5 0.23
H -1.113 -2.376 1.070 0.3 1.0 -0.2 0.22
H 0.678 -3.016 2.211 0.4 -0.1 0.3 0.38
H 0.383 -0.157 1.444 0.2 0.1 0.2 0.45
H -1.837 1.153 -1.498 0.2 -0.4 0.5 0.22
H 2.172 3.110 -1.137 0.1 0.1 -0.2 0.50
H -0.665 2.747 2.421 0.0 -0.8 0.5 0.48
H -0.251 -3.232 -0.121 0.3 0.6 -0.1 0.22
H 1.772 -2.830 0.999 0.2 -0.1 0.1 0.37
H 0.739 0.885 0.166 -0.2 0.2 -0.1 0.46
H -1.458 0.488 -3.009 0.1 -0.1 0.3 0.25
H -0.177 1.171 -2.105 -0.2 -0.7 0.5 0.23
H -1.178 3.280 1.223 -0.5 -0.3 -0.8 0.49
H 1.111 -1.222 -0.839 0.6 0.2 0.4 0.22
H 2.298 2.254 0.120 0.3 0.3 0.0 0.48
H -0.836 0.506 0.515 0.1 0.3 0.2 0.46
```
Positions in Å, forces in eV/Å.

Results
frontier orbital gap: 0.401 Ha
LUMO level: -0.1043 hartree
maximum force: 2.3 eV/Å
total charge: +1
ΔE to the lowest compared entry with this formula, charge and spin: 0.851 eV

Entry 2:
3 unconnected molecules or ions with the total composition C4H17N2O2 at a distorted geometry, computed with ωB97M-V/def2-TZVPD.

```
25
Properties=species:S:1:pos:R:3:forces:R:3:nbo_charge:R:1
O -2.340 -1.675 -2.744 0.1 -0.1 0.3 -0.96
O 0.161 0.813 3.545 0.1 -0.5 -0.6 -0.99
N -0.699 1.582 0.455 -0.2 -1.8 0.1 -0.91
N 0.940 -0.495 1.226 0.7 -0.4 2.1 -0.70
C 2.241 0.106 -0.895 1.6 -0.5 0.1 -0.64
C 1.198 -0.720 -0.195 -2.8 0.4 -2.2 -0.08
C -0.963 0.850 -0.812 3.2 1.8 -0.2 -0.22
C -0.142 -0.466 -0.944 -2.1 -0.7 0.3 -0.43
H 1.724 -0.540 1.879 0.4 -0.4 -0.3 0.43
H 0.542 0.408 1.472 -0.4 1.1 -0.9 0.48
H -0.180 2.436 0.394 -0.6 0.4 0.1 0.40
H -0.468 1.515 -1.526 -0.8 0.1 -0.5 0.19
H 0.059 -0.736 -1.979 -0.1 0.4 -0.2 0.25
H 1.270 -1.780 -0.426 0.9 -0.1 0.8 0.24
H -0.224 1.671 3.346 0.1 0.2 0.6 0.49
H 1.932 1.076 -1.277 -0.2 0.1 0.5 0.23
H -1.434 1.459 1.129 -0.1 0.9 0.1 0.38
H -2.663 -1.540 -3.636 -0.1 0.0 -0.2 0.48
H -2.870 -2.396 -2.387 0.0 0.1 -0.1 0.48
H -0.941 -1.180 -0.712 0.7 -0.8 0.5 0.22
H 0.216 -1.091 1.633 0.1 -0.5 -0.4 0.44
H 3.186 0.165 -0.346 -0.2 0.4 0.2 0.23
H 2.560 -0.449 -1.780 -0.3 -0.1 0.0 0.25
H -2.019 0.770 -1.034 0.0 -0.3 -0.1 0.23
H 0.519 0.786 4.436 -0.2 0.4 0.1 0.50
```
Positions in Å, forces in eV/Å.

Results
frontier orbital gap: 0.372 Ha
LUMO level: -0.1044 hartree
maximum force: 3.7 eV/Å
total charge: +1
ΔE to the lowest compared entry with this formula, charge and spin: 1.508 eV

Entry 3:
4 unconnected molecules or ions with the total composition C4H17N2O3 at a distorted geometry, computed with ωB97M-V/def2-TZVPD.

```
26
Properties=species:S:1:pos:R:3:forces:R:3:lowdin_spin:R:1
O 1.359 1.110 -2.966 1.3 -0.8 -1.8 0.00
O -0.453 3.594 -1.484 1.4 -0.2 1.5 0.00
O 2.124 -1.791 0.489 5.5 0.9 0.8 0.03
N 0.516 -2.280 -1.861 0.6 0.6 -0.9 0.16
N -0.234 -0.769 -0.014 -0.8 -0.2 1.9 0.18
C -1.050 -0.938 1.270 -2.3 -2.7 -3.9 0.02
C 0.035 -1.951 -0.601 -1.6 -4.0 -0.2 0.50
C -0.743 -0.034 2.332 1.7 2.3 4.0 0.00
C -1.493 1.331 2.274 -0.5 0.2 -1.3 0.00
H -0.885 -0.423 3.378 -0.4 -0.3 -1.1 0.00
H -0.986 -2.050 1.614 0.4 2.0 -0.8 0.01
H 0.744 -3.290 -1.943 -0.5 1.7 -0.4 0.00
H -1.050 3.383 -2.166 -1.1 -0.1 -1.4 0.00
H 2.971 -2.332 0.699 -2.2 0.4 -0.3 0.00
H 2.699 -0.957 0.317 -2.0 -1.3 0.2 0.01
H 0.251 -1.705 -2.684 0.2 -1.1 0.7 0.02
H 0.397 0.063 2.362 -1.3 0.4 -0.3 0.00
H -2.504 1.215 1.763 0.7 -0.2 1.4 0.00
H -1.033 1.834 1.433 0.5 0.9 0.1 0.00
H -0.197 -2.861 -0.019 0.2 0.9 -0.2 0.03
H -1.532 2.021 3.177 0.1 -1.2 -1.1 0.00
H -2.167 -0.868 0.901 1.7 0.0 1.0 0.01
H 1.357 1.970 -2.569 0.0 0.9 0.3 0.00
H 2.052 1.143 -3.698 -1.4 0.0 1.6 0.00
H 0.053 0.064 -0.475 -0.1 0.8 0.3 0.01
H -0.230 4.522 -1.528 -0.1 0.3 -0.2 0.00
```
Positions in Å, forces in eV/Å.

Results
frontier orbital gap (spin up / spin down): 0.143 / 0.315 Ha
LUMO level (spin up / spin down): 0.0193 / 0.0188 hartree
maximum force: 5.7 eV/Å
multiplicity: 2
ΔE to the lowest compared entry with this formula, charge and spin: 1.589 eV

Entry 4:
4 unconnected molecules or ions with the total composition C4H17N2O3S, computed with ωB97M-V/def2-TZVPD.

```
27
Properties=species:S:1:pos:R:3:forces:R:3:lowdin_spin:R:1
S -2.806 -0.970 -0.838 0.2 0.2 -0.1 0.82
O -1.204 -3.575 0.480 -0.2 0.4 0.0 0.02
O 1.291 1.957 -1.839 0.2 -0.3 -0.1 0.00
O 2.774 3.212 0.262 0.1 0.0 -0.1 0.00
N 0.763 0.268 0.696 -0.5 0.0 -0.5 0.00
N 2.975 -0.733 0.527 -0.1 -0.1 -0.1 0.00
C -0.699 0.057 0.675 0.3 0.4 0.1 0.00
C 1.553 -0.951 0.447 0.4 0.3 0.1 0.00
C -1.366 1.258 1.336 -0.3 -0.3 -0.2 0.01
C -1.221 -0.112 -0.758 -0.3 -0.2 0.4 0.10
H 2.444 3.081 -0.641 0.0 0.0 0.1 0.00
H -2.450 1.180 1.216 0.0 0.0 0.1 0.01
H 3.289 -0.011 -0.110 0.0 0.0 0.1 0.00
H 3.267 -0.502 1.466 0.1 0.0 0.0 0.00
H 1.298 -1.738 1.148 -0.2 -0.3 0.2 0.00
H -1.142 1.292 2.402 0.0 0.1 0.0 0.00
H -1.273 -3.521 -0.479 0.1 -0.2 -0.1 0.01
H -1.832 -2.889 0.760 0.1 -0.3 0.1 0.00
H 2.377 2.477 0.735 -0.1 -0.1 0.1 0.00
H -0.962 -0.837 1.242 0.0 -0.2 0.0 0.00
H 1.317 -1.311 -0.554 0.0 0.0 0.0 0.00
H -1.372 0.860 -1.229 0.1 0.0 -0.1 0.01
H -1.050 2.182 0.854 0.1 0.1 0.0 0.00
H 0.985 0.635 1.616 0.2 0.0 0.0 0.00
H 0.407 2.222 -2.101 -0.1 0.0 0.0 0.00
H 1.178 1.263 -1.164 -0.2 0.3 0.1 0.00
H -0.523 -0.685 -1.371 -0.1 0.0 -0.1 0.02
```
Positions in Å, forces in eV/Å.

Results
frontier orbital gap (spin up / spin down): 0.386 / 0.258 Ha
LUMO level (spin up / spin down): 0.0175 / -0.0994 hartree
maximum force: 0.7 eV/Å
multiplicity: 2

Entry 5:
3 unconnected molecules or ions with the total composition C4H17N3O2S at a distorted geometry, computed with ωB97M-V/def2-TZVPD.

```
27
Properties=species:S:1:pos:R:3:forces:R:3:lowdin_spin:R:1
S 2.025 1.629 -1.281 0.1 0.3 -0.9 0.12
O 0.116 0.456 -3.847 0.3 0.0 0.1 0.00
O -1.447 1.209 -1.632 -0.1 -0.5 0.8 0.00
N -0.983 -0.903 0.746 2.6 -0.6 0.9 0.11
N 2.682 -1.261 0.487 0.9 0.5 -1.1 0.32
N -3.096 0.059 1.471 0.0 -0.5 -1.5 0.01
C 1.683 0.933 0.357 0.1 1.4 -0.7 0.01
C 0.399 -1.148 1.215 -2.8 1.7 0.2 0.16
C -1.657 0.190 1.518 -0.8 -0.6 0.4 0.01
C 1.540 -0.533 0.143 0.1 -1.7 1.3 0.16
H -1.458 2.034 -1.136 -0.1 0.2 -0.2 0.00
H 2.605 1.253 0.859 -0.1 -0.7 0.2 0.00
H 0.623 -2.157 1.527 0.1 -0.3 -0.5 0.01
H -3.392 -0.907 1.616 0.3 0.1 1.0 0.00
H 0.179 -0.225 -3.168 -0.3 -0.1 -0.3 0.00
H 1.062 1.143 -2.153 0.2 0.3 0.9 0.00
H -0.697 0.932 -3.634 0.0 -0.1 0.1 0.00
H -1.347 0.200 2.572 0.0 -0.3 -0.1 0.00
H 1.008 -0.847 -0.785 0.6 0.1 0.3 0.04
H -3.366 0.095 0.482 -0.1 0.8 0.1 0.00
H 2.841 -2.235 0.258 -0.7 0.0 -0.2 0.01
H 3.576 -0.777 0.421 -0.2 0.2 0.5 0.02
H -1.343 1.161 1.127 -0.2 -0.1 -0.2 0.00
H -1.491 0.519 -0.939 0.0 0.3 -0.6 0.00
H 0.907 1.466 0.921 -0.2 -0.5 -0.4 0.00
H 0.461 -0.478 2.068 1.0 -0.1 0.2 0.01
H -1.427 -1.811 0.789 -0.8 0.2 -0.2 0.01
```
Positions in Å, forces in eV/Å.

Results
frontier orbital gap (spin up / spin down): 0.381 / 0.177 Ha
LUMO level (spin up / spin down): -0.1060 / -0.2979 hartree
maximum force: 3.3 eV/Å
total charge: +1
multiplicity: 2

Entry 6:
A molecular structure, C4H17N8P at a distorted geometry, computed with ωB97M-V/def2-TZVPD.

```
30
Properties=species:S:1:pos:R:3:forces:R:3:nbo_charge:R:1
P 0.616 -0.329 -0.261 0.2 -0.5 -0.4 1.81
N -2.834 -1.774 -1.704 2.4 0.8 1.2 -0.79
N 2.135 2.804 -2.323 1.4 1.6 0.1 -0.78
N 0.986 1.135 -1.167 -4.9 -0.5 0.3 -0.89
N -0.704 -0.980 -1.193 -1.2 0.0 2.2 -0.94
N 1.910 -1.144 -0.295 0.4 -0.3 0.3 -1.23
N -2.340 -1.541 0.546 3.7 0.8 -1.3 -0.76
N 3.187 0.852 -1.690 -0.3 1.3 0.3 -0.71
N -0.692 -0.281 1.997 -0.6 0.5 -2.2 -0.36
C -1.907 -1.473 -0.701 -2.7 0.5 -1.4 0.69
C -1.306 0.983 2.303 -1.7 -2.8 3.9 -0.46
C 2.111 1.633 -1.669 1.4 -0.5 -1.5 0.69
C 0.189 -0.755 2.939 2.9 0.1 3.5 -0.49
H 1.059 -1.322 2.512 -1.1 -0.1 0.4 0.25
H 0.019 1.544 -1.450 2.6 -0.2 0.5 0.45
H 2.205 -2.077 0.005 -0.5 0.5 0.0 0.46
H 2.940 3.463 -2.422 -0.2 -1.8 0.3 0.45
H -2.394 0.887 2.303 -0.1 0.2 -0.9 0.23
H -2.806 -1.646 -2.698 0.8 0.2 -0.1 0.43
H -0.388 -1.354 3.733 0.7 0.3 -1.2 0.28
H 0.700 0.075 3.611 -1.0 -1.3 -1.5 0.22
H -0.931 1.748 1.788 1.3 3.2 -2.2 0.22
H -3.582 -2.323 -1.438 -1.8 -1.2 0.7 0.41
H -1.624 -1.013 1.334 -0.2 -0.8 -0.4 0.43
H -1.123 1.126 3.380 0.2 0.6 -0.3 0.23
H -3.290 -1.715 0.627 -2.0 -0.5 0.4 0.41
H 3.223 -0.071 -1.288 -0.3 -0.1 0.5 0.46
H 4.034 1.298 -1.949 0.9 0.1 -0.4 0.42
H 1.382 3.362 -2.657 -1.4 -0.4 0.4 0.44
H -0.776 -1.111 -2.174 1.2 0.2 -1.1 0.44
```
Positions in Å, forces in eV/Å.

Results
frontier orbital gap (spin up / spin down): 0.291 / 0.287 Ha
LUMO level (spin up / spin down): -0.2974 / -0.3193 hartree
maximum force: 5.1 eV/Å
total charge: +2
ΔE to the lowest compared entry with this formula, charge and spin: 2.848 eV

Entry 7:
5 unconnected molecules or ions with the total composition C4H17NO6 at a distorted geometry, computed with ωB97M-V/def2-TZVPD.

```
28
Properties=species:S:1:pos:R:3:forces:R:3:nbo_charge:R:1
O 1.458 -0.320 -0.196 -0.5 0.0 0.1 -0.64
O 2.832 -2.583 0.448 0.2 -0.1 0.6 -0.96
O -0.362 -3.037 -1.741 0.5 -1.1 -0.1 -0.98
O 3.092 0.586 1.084 -0.4 -0.2 -0.2 -0.69
O -1.671 -1.670 0.731 0.2 -1.0 0.1 -0.95
O -2.100 -1.266 -2.901 -0.4 -0.4 -1.2 -0.95
N 0.303 2.021 1.264 0.0 0.7 -0.4 -0.63
C 1.936 0.626 0.373 1.8 0.9 -0.5 0.82
C -1.882 1.221 0.547 -0.9 -0.4 -0.1 -0.62
C 1.453 2.059 0.319 -1.3 -1.0 1.4 -0.33
C -0.999 2.418 0.709 -0.2 1.1 0.6 -0.23
H -2.240 0.882 1.525 0.3 -0.2 -0.1 0.21
H -2.802 1.413 -0.020 0.3 0.2 -0.1 0.20
H 0.554 2.589 2.057 -0.2 0.0 0.1 0.37
H -1.349 0.398 0.067 -0.1 0.2 0.1 0.23
H -1.472 3.186 1.358 0.2 -0.6 0.0 0.19
H -2.390 -0.958 -2.054 0.1 0.5 0.8 0.48
H -0.922 -1.675 1.336 0.1 0.5 0.2 0.47
H 3.510 -0.280 0.968 -0.1 -0.5 0.1 0.51
H -0.131 -2.246 -1.255 -0.4 0.4 0.0 0.48
H -0.895 2.992 -0.213 0.3 -0.3 -0.4 0.17
H 2.173 2.738 0.763 0.4 0.0 -0.6 0.22
H 2.866 -2.647 -0.509 -0.2 0.1 -0.1 0.48
H -1.166 -1.078 -3.022 0.0 0.2 0.3 0.48
H -1.732 -2.623 0.567 -0.3 0.1 -0.3 0.48
H -1.229 -2.960 -2.162 0.2 0.6 0.3 0.49
H 1.136 2.293 -0.692 0.1 0.2 -0.1 0.22
H 2.029 -2.079 0.647 0.3 -0.1 -0.4 0.48
```
Positions in Å, forces in eV/Å.

Results
frontier orbital gap: 0.365 Ha
LUMO level: 0.0173 hartree
maximum force: 2.1 eV/Å
structure (SMILES): CCNCC(=O)O.O.O.O.O
ΔE to the lowest compared entry with this formula, charge and spin: 0.729 eV

Entry 8:
3 unconnected molecules or ions with the total composition C4H17O2P2S3 at a distorted geometry, computed with ωB97M-V/def2-TZVPD.

```
28
Properties=species:S:1:pos:R:3:forces:R:3:nbo_charge:R:1
S -0.291 3.951 2.141 -0.6 -1.0 -0.6 -0.37
S -1.636 2.512 -0.500 -1.7 1.2 -1.2 -0.10
S 0.360 -0.270 -0.942 -1.3 1.0 0.0 -0.41
P -1.228 0.715 -1.595 3.0 -4.1 -1.3 0.54
P -1.222 2.319 1.600 1.6 1.4 3.5 0.61
O -3.197 -2.647 -1.501 0.3 0.7 -0.6 -0.74
O 3.145 2.653 -0.542 -0.6 0.2 -0.2 -0.72
C 4.290 2.346 0.240 -0.1 -0.1 0.3 -0.06
C -3.344 -3.773 -0.648 0.3 -0.3 0.2 -0.06
C 4.014 1.137 1.109 0.1 -0.2 0.0 -0.63
C -2.046 -4.038 0.087 0.1 -0.1 0.2 -0.63
H 3.750 0.272 0.492 0.1 0.1 0.0 0.21
H -0.495 1.096 1.951 -0.8 0.6 -1.1 0.10
H -2.144 -4.901 0.752 0.1 0.1 -0.1 0.23
H 2.412 2.836 0.070 0.5 -0.1 -0.2 0.45
H 4.542 3.219 0.850 0.2 -0.1 0.0 0.16
H 4.888 0.884 1.715 -0.1 0.0 0.0 0.22
H -1.232 -4.228 -0.619 -0.1 -0.1 0.1 0.20
H -4.150 -3.562 0.060 0.1 0.1 -0.2 0.18
H 3.165 1.324 1.775 0.1 0.1 0.1 0.18
H -3.634 -4.637 -1.254 -0.1 0.0 0.2 0.17
H -1.049 3.653 -1.069 0.1 -1.1 0.8 0.31
H -2.348 -0.233 -1.559 0.1 1.5 0.0 0.13
H -1.756 -3.165 0.681 -0.1 -0.1 0.0 0.20
H 5.124 2.147 -0.439 -0.3 0.1 0.0 0.19
H -2.484 -2.848 -2.132 -0.4 0.0 0.3 0.47
H -2.518 2.190 2.260 0.7 -0.2 -1.2 0.08
H -0.917 1.049 -2.980 -1.0 0.6 1.0 0.10
```
Positions in Å, forces in eV/Å.

Results
frontier orbital gap: 0.259 Ha
LUMO level: -0.2034 hartree
maximum force: 5.2 eV/Å
total charge: +1

Copy entry 1 word for word.
3 unconnected molecules or ions with the total composition C4H17N2O2 at a distorted geometry, computed with ωB97M-V/def2-TZVPD.

```
25
Properties=species:S:1:pos:R:3:forces:R:3:nbo_charge:R:1
O 1.689 2.491 -0.585 -0.2 -0.4 0.4 -0.97
O -1.114 2.405 1.635 0.5 1.1 0.3 -0.96
N 0.985 -2.404 1.468 -1.5 0.1 -0.3 -0.86
N 0.120 0.149 0.506 0.1 -1.5 -0.3 -0.70
C -0.165 -2.319 0.505 1.3 -1.0 0.2 -0.26
C 0.149 -1.112 -0.370 -2.2 0.6 -0.2 -0.04
C -0.868 -0.896 -1.509 0.7 -1.0 -0.7 -0.44
C -1.072 0.524 -1.975 -0.4 1.4 -1.7 -0.67
H -0.472 -1.479 -2.363 0.0 0.3 0.3 0.24
H -1.799 -1.426 -1.329 -0.3 0.3 0.5 0.23
H -1.113 -2.376 1.070 0.3 1.0 -0.2 0.22
H 0.678 -3.016 2.211 0.4 -0.1 0.3 0.38
H 0.383 -0.157 1.444 0.2 0.1 0.2 0.45
H -1.837 1.153 -1.498 0.2 -0.4 0.5 0.22
H 2.172 3.110 -1.137 0.1 0.1 -0.2 0.50
H -0.665 2.747 2.421 0.0 -0.8 0.5 0.48
H -0.251 -3.232 -0.121 0.3 0.6 -0.1 0.22
H 1.772 -2.830 0.999 0.2 -0.1 0.1 0.37
H 0.739 0.885 0.166 -0.2 0.2 -0.1 0.46
H -1.458 0.488 -3.009 0.1 -0.1 0.3 0.25
H -0.177 1.171 -2.105 -0.2 -0.7 0.5 0.23
H -1.178 3.280 1.223 -0.5 -0.3 -0.8 0.49
H 1.111 -1.222 -0.839 0.6 0.2 0.4 0.22
H 2.298 2.254 0.120 0.3 0.3 0.0 0.48
H -0.836 0.506 0.515 0.1 0.3 0.2 0.46
```
Positions in Å, forces in eV/Å.

Results
frontier orbital gap: 0.401 Ha
LUMO level: -0.1043 hartree
maximum force: 2.3 eV/Å
total charge: +1
ΔE to the lowest compared entry with this formula, charge and spin: 0.851 eV

What did the third record say?
4 unconnected molecules or ions with the total composition C4H17N2O3 at a distorted geometry, computed with ωB97M-V/def2-TZVPD.

```
26
Properties=species:S:1:pos:R:3:forces:R:3:lowdin_spin:R:1
O 1.359 1.110 -2.966 1.3 -0.8 -1.8 0.00
O -0.453 3.594 -1.484 1.4 -0.2 1.5 0.00
O 2.124 -1.791 0.489 5.5 0.9 0.8 0.03
N 0.516 -2.280 -1.861 0.6 0.6 -0.9 0.16
N -0.234 -0.769 -0.014 -0.8 -0.2 1.9 0.18
C -1.050 -0.938 1.270 -2.3 -2.7 -3.9 0.02
C 0.035 -1.951 -0.601 -1.6 -4.0 -0.2 0.50
C -0.743 -0.034 2.332 1.7 2.3 4.0 0.00
C -1.493 1.331 2.274 -0.5 0.2 -1.3 0.00
H -0.885 -0.423 3.378 -0.4 -0.3 -1.1 0.00
H -0.986 -2.050 1.614 0.4 2.0 -0.8 0.01
H 0.744 -3.290 -1.943 -0.5 1.7 -0.4 0.00
H -1.050 3.383 -2.166 -1.1 -0.1 -1.4 0.00
H 2.971 -2.332 0.699 -2.2 0.4 -0.3 0.00
H 2.699 -0.957 0.317 -2.0 -1.3 0.2 0.01
H 0.251 -1.705 -2.684 0.2 -1.1 0.7 0.02
H 0.397 0.063 2.362 -1.3 0.4 -0.3 0.00
H -2.504 1.215 1.763 0.7 -0.2 1.4 0.00
H -1.033 1.834 1.433 0.5 0.9 0.1 0.00
H -0.197 -2.861 -0.019 0.2 0.9 -0.2 0.03
H -1.532 2.021 3.177 0.1 -1.2 -1.1 0.00
H -2.167 -0.868 0.901 1.7 0.0 1.0 0.01
H 1.357 1.970 -2.569 0.0 0.9 0.3 0.00
H 2.052 1.143 -3.698 -1.4 0.0 1.6 0.00
H 0.053 0.064 -0.475 -0.1 0.8 0.3 0.01
H -0.230 4.522 -1.528 -0.1 0.3 -0.2 0.00
```
Positions in Å, forces in eV/Å.

Results
frontier orbital gap (spin up / spin down): 0.143 / 0.315 Ha
LUMO level (spin up / spin down): 0.0193 / 0.0188 hartree
maximum force: 5.7 eV/Å
multiplicity: 2
ΔE to the lowest compared entry with this formula, charge and spin: 1.589 eV

- Look up the maximum force of the seventh one.
  2.1 eV/Å

- What is the formula in the second record?
  C4H17N2O2